No. 1
# C6H12N6

2 unconnected molecules or ions with the total composition C6H12N6 (ωB97M-V with the def2-TZVPD basis set, the OMol25 dataset).

Last column: Mulliken charge in e.
CARTESIAN COORDINATES (ANGSTROEM)
C: 3.4032 -0.2224 0.2711  -0.293
C: 2.2018 0.6376 0.3478  0.613
C: -3.0975 0.5189 -0.4165  0.802
C: -1.9508 -0.3362 -0.4835  -0.545
C: -2.3793 -1.6112 -0.1890  -0.788
C: -4.1655 -0.2647 -0.0804  -0.797
H: 6.0292 -0.4195 -1.2818  0.259
H: 5.5649 -1.3959 -0.0072  0.230
H: 3.6734 -0.7645 1.1917  0.289
H: 1.6288 -0.1499 2.1545  0.216
H: 0.7066 1.1528 1.6184  0.243
H: 0.9718 1.8768 -0.4209  0.219
H: -2.2857 2.3849 -0.4926  0.240
H: -3.9112 2.3329 -0.1853  0.252
H: -0.9423 -0.0023 -0.7472  0.438
H: -1.8691 -2.5789 -0.1562  0.381
H: -4.3099 -2.3517 0.2395  0.182
H: -5.2098 -0.0167 0.0248  0.348
N: 5.2671 -0.9587 -0.8822  -0.513
N: 4.1318 -0.1914 -0.7865  -0.116
N: 1.6130 0.6939 1.6002  -0.511
N: 1.8106 1.3276 -0.6674  -0.632
N: -3.1569 1.9004 -0.7012  -0.550
N: -3.7244 -1.5619 0.0502  0.032

Computed properties:
Lowest unoccupied orbital energy (eV): 0.8
SMILES: [H]/N=C(N)/C=N/N.Nc1cc[nH]c1
ΔE to the lowest compared entry with this formula, charge and spin (kcal/mol): 46.42
Total energy (Ha): -564.30488

---

No. 2
# C5H6BrNO2

C5H6BrNO2 in the gas phase (ωB97M-V with the def2-TZVPD basis set, the OMol25 dataset).

Last column: Mulliken charge in e.
CARTESIAN COORDINATES (ANGSTROEM)
C: -0.7116 1.1700 0.0734  -0.522
C: -0.1472 2.0022 0.9356  -0.232
C: 0.4042 -0.8109 -1.8659  -0.581
C: -0.0488 -1.3451 -0.6167  -0.082
C: -0.1751 -0.3822 0.6485  0.307
N: 0.8767 0.0433 1.2808  -0.094
O: 0.7418 1.4421 1.7117  -0.327
O: 1.2300 -1.6710 -1.1322  -0.460
Br: -1.6307 -1.2767 1.8361  -0.279
H: -1.4542 1.2530 -0.7098  0.415
H: -0.1271 3.0985 0.9818  0.392
H: -0.1671 -1.2666 -2.7302  0.263
H: 0.7669 0.2068 -1.8031  0.375
H: -0.8035 -2.0609 -0.7155  0.493
H: 1.2456 -0.4025 2.1053  0.333

Computed properties:
Lowest unoccupied orbital energy (eV): 0.8
SMILES: Br[C@@]1([C@H]2CO2)C=CON1
ΔE to the lowest compared entry with this formula, charge and spin (kcal/mol): 69.93
Total energy (Ha): -2973.19964

---

No. 3
# C5H16N2O

2 unconnected molecules or ions with the total composition C5H16N2O (ωB97M-V with the def2-TZVPD basis set, the OMol25 dataset).

Last column: Mulliken charge in e.
CARTESIAN COORDINATES (ANGSTROEM)
C: -0.6360 2.1710 -0.3221  -0.653
C: -0.3728 0.9814 0.6195  -0.562
C: 1.0509 0.4423 0.5295  -0.803
C: 1.2786 -0.4379 -0.6977  -0.536
C: 1.2460 -1.9829 -0.3549  -0.587
N: 0.1113 -2.7571 -0.8023  -0.637
N: 0.4588 3.1632 -0.3534  -0.512
H: -0.7749 1.7618 -1.3206  0.344
H: -1.5659 2.6774 -0.0430  0.374
H: -1.0603 0.2169 0.2627  0.184
H: -0.6046 1.1940 1.6644  0.414
H: 1.2637 -0.1363 1.4340  0.413
H: 1.7386 1.2846 0.5898  0.470
H: 0.4881 -0.2548 -1.4297  0.339
H: 2.2971 -0.3065 -1.0610  0.268
H: 2.1875 -2.4310 -0.6689  0.378
H: 1.2440 -2.0275 0.7317  0.263
H: -0.7782 -2.2798 -0.6603  0.197
H: 0.1429 -2.9458 -1.8013  0.252
H: 0.2319 3.9214 0.2716  0.206
H: 0.5815 3.5051 -1.2941  0.191
H: -3.2050 -0.9517 1.2688  0.315
H: -2.0689 -1.5256 2.1044  0.309
O: -2.4313 -1.5246 1.2107  -0.628

Computed properties:
Lowest unoccupied orbital energy (eV): 0.7
SMILES: NCCCCCN.O
ΔE to the lowest compared entry with this formula, charge and spin (kcal/mol): 20.14
Total energy (Ha): -384.82598

---

No. 4
# C16H44N5O7

5 unconnected molecules or ions with the total composition C16H44N5O7 (ωB97M-V with the def2-TZVPD basis set, the OMol25 dataset).

Last column: Mulliken charge in e.
CARTESIAN COORDINATES (ANGSTROEM)
N: -0.1134 0.2936 -0.2795  0.984
O: 0.6873 -0.3784 -0.9728  -0.629
O: -0.4781 1.4474 -0.6615  -0.731
O: -0.5673 -0.1709 0.7675  -0.624
C: -5.1259 -2.0178 -0.8473  -1.247
C: -4.3266 -2.5639 0.3336  0.400
C: -4.7157 -4.0042 0.5811  -0.939
O: -3.8720 -4.6348 1.5045  -0.279
C: -4.3399 -5.9167 1.8201  -0.742
N: -2.8683 -2.4994 0.0650  -0.511
H: -5.0674 -0.9310 -0.7988  0.373
H: -6.1737 -2.3428 -0.8801  0.473
H: -4.6593 -2.3138 -1.7887  0.121
H: -4.5173 -1.9234 1.1982  0.358
H: -4.6841 -4.5523 -0.3817  0.330
H: -5.7521 -4.0614 0.9619  0.426
H: -3.7609 -6.2931 2.6607  0.247
H: -4.2075 -6.6029 0.9670  0.287
H: -5.4052 -5.9005 2.0993  0.303
H: -2.6135 -1.5897 -0.3351  0.144
H: -2.7207 -3.1261 -0.7337  0.252
C: -0.4225 4.4585 2.3848  -1.549
C: 1.0714 4.0467 2.4259  0.524
C: 1.1775 2.6521 2.9990  -0.866
O: 2.4866 2.2188 3.2414  -0.092
C: 3.0974 2.8907 4.2996  -0.970
N: 1.6920 4.1481 1.0889  -0.334
H: -0.9822 3.7775 1.7466  0.300
H: -0.5022 5.4845 2.0208  0.401
H: -0.8583 4.4470 3.3962  0.389
H: 1.5608 4.7638 3.0986  0.242
H: 0.7188 1.9188 2.3388  0.183
H: 0.5400 2.5599 3.8963  0.358
H: 2.4346 3.0064 5.1625  0.362
H: 3.5165 3.8512 3.9664  0.345
H: 3.9597 2.2876 4.6080  0.232
H: 1.7755 5.1256 0.8550  0.238
H: 1.2000 3.6193 0.3758  0.200
C: -2.7235 0.9378 -4.2804  -1.390
C: -2.8097 -0.4595 -3.6260  0.605
C: -2.0123 -1.4608 -4.4756  -0.942
O: -2.3941 -1.3838 -5.8280  -0.303
C: -1.6077 -2.1690 -6.6160  -0.765
N: -2.2446 -0.4328 -2.2594  -0.184
H: -2.5214 0.8920 -5.3543  0.328
H: -1.9629 1.5739 -3.8291  0.350
H: -3.6871 1.4584 -4.2287  0.286
H: -3.8714 -0.7370 -3.6647  0.106
H: -2.2530 -2.4638 -4.0788  0.401
H: -0.9432 -1.2561 -4.3309  0.384
H: -1.5690 -3.2000 -6.2285  0.300
H: -0.5587 -1.8374 -6.6539  0.316
H: -2.0237 -2.1595 -7.6188  0.253
H: -1.4289 -1.0327 -2.1702  0.281
H: -1.9323 0.5037 -2.0385  0.012
C: 4.6496 2.6238 0.8447  -1.464
C: 4.7074 1.1016 0.7047  0.661
C: 5.4648 0.5080 1.8421  -0.782
O: 6.0430 -0.7236 1.4682  -0.366
C: 7.0411 -1.0900 2.3263  -0.763
N: 3.3820 0.4320 0.5241  -0.528
H: 5.5855 3.0686 0.4668  0.461
H: 4.4858 3.0112 1.8483  0.098
H: 3.8709 3.0072 0.1943  0.459
H: 5.2862 0.8314 -0.1899  0.320
H: 4.7738 0.3459 2.6899  0.211
H: 6.2531 1.1942 2.1936  0.432
H: 6.7954 -0.8760 3.3748  0.324
H: 7.9815 -0.5766 2.0659  0.271
H: 7.2263 -2.1611 2.2403  0.261
H: 2.8143 1.1286 0.0628  0.179
H: 2.9984 0.2268 1.4404  0.229

Computed properties:
Lowest unoccupied orbital energy (eV): 2.8
Total charge: -1
ΔE to the lowest compared entry with this formula, charge and spin (kcal/mol): 0.00
Total energy (Ha): -1436.32217

---

No. 5
# C5H6BrN

2 unconnected molecules or ions with the total composition C5H6BrN (ωB97M-V with the def2-TZVPD basis set, the OMol25 dataset).

Last column: Mulliken charge in e.
CARTESIAN COORDINATES (ANGSTROEM)
C: -4.0364 1.1696 -0.2754  0.327
C: -3.0055 0.2926 -0.6654  -0.424
C: 0.8352 -1.1839 0.0827  0.118
C: -1.8336 0.2010 -0.0552  -0.459
C: 1.8616 -0.0671 0.0738  -0.812
N: -4.6686 2.0042 0.1149  -0.345
Br: 0.9347 -2.3517 1.6601  -0.118
H: -3.3568 -0.2707 -1.4537  0.347
H: -0.3713 -0.8020 0.0546  0.166
H: -1.6049 0.9093 0.6907  0.313
H: 1.8080 0.7293 -0.7342  0.293
H: 2.8465 -0.4251 0.0380  0.330
H: 1.7756 0.3506 1.1599  0.264

Computed properties:
Lowest unoccupied orbital energy (alpha / beta) (eV): -2.0 / -0.9
ΔE to the lowest compared entry with this formula, charge and spin (kcal/mol): 120.59
Total energy (Ha): -2822.64599